A structure of composition C24H31As2CoF6N7O4PS2. Source: OMol25; level of theory: the ωB97M-V functional and the def2-TZVPD basis.

Positions of all 78 atoms, in Å:
Co: 0.195 -0.201 -0.615
C: 1.108 -5.769 -0.854
N: 1.129 -4.408 -1.373
C: 1.560 -4.040 -2.615
C: 1.397 -2.687 -2.688
N: 0.880 -2.218 -1.514
C: 0.722 -3.279 -0.735
P: -0.005 -3.318 0.938
C: -1.473 -2.339 0.529
N: -1.483 -1.227 -0.198
C: -2.799 -0.950 -0.445
C: -3.582 -1.887 0.153
N: -2.732 -2.760 0.767
C: -3.125 -3.871 1.623
C: 0.962 -1.979 1.658
N: 1.142 -0.801 1.081
C: 1.879 -0.055 1.962
C: 2.126 -0.794 3.078
N: 1.550 -2.014 2.870
C: 1.421 -3.069 3.865
H: 1.524 -6.429 -1.610
H: 0.089 -6.081 -0.636
H: 1.710 -5.844 0.048
H: 1.933 -4.757 -3.325
H: 1.618 -2.044 -3.520
H: -3.121 -0.095 -1.003
H: -4.651 -1.985 0.220
H: -4.209 -3.939 1.614
H: -2.790 -3.686 2.642
H: -2.707 -4.806 1.257
H: 2.149 0.968 1.780
H: 2.634 -0.547 3.993
H: 2.080 -2.837 4.697
H: 1.710 -4.029 3.443
H: 0.395 -3.111 4.226
F: -1.976 1.105 5.637
C: -2.739 1.047 4.553
F: -3.676 0.114 4.732
F: -3.329 2.222 4.366
S: -1.751 0.590 3.069
O: -2.655 0.687 1.957
O: -1.216 -0.712 3.386
N: -0.640 1.708 3.143
S: -0.112 2.570 1.956
O: -0.173 1.913 0.658
O: 1.140 3.170 2.301
C: -1.258 4.010 1.775
F: -0.916 4.687 0.674
F: -1.152 4.806 2.827
F: -2.522 3.617 1.653
C: 3.722 1.332 -0.295
As: 2.112 1.009 -1.321
C: 2.891 0.346 -2.976
C: 1.565 2.764 -1.903
C: 2.422 3.854 -1.976
C: 1.959 5.060 -2.481
C: 0.651 5.171 -2.930
C: -0.206 4.083 -2.854
C: 0.245 2.880 -2.325
As: -0.921 1.348 -2.093
C: -1.422 0.926 -3.921
C: -2.539 2.181 -1.407
H: 4.494 1.708 -0.964
H: 4.053 0.396 0.151
H: 3.534 2.063 0.490
H: 3.482 1.140 -3.431
H: 2.098 0.057 -3.663
H: 3.527 -0.513 -2.769
H: 3.447 3.776 -1.634
H: 2.621 5.915 -2.525
H: 0.293 6.111 -3.329
H: -1.229 4.189 -3.197
H: -1.858 1.802 -4.399
H: -2.148 0.113 -3.918
H: -0.541 0.614 -4.479
H: -2.479 3.255 -1.571
H: -2.623 1.981 -0.341
H: -3.409 1.794 -1.935

E_LUMO (alpha / beta): -2.463 / -2.221 eV
charge: +1
spin multiplicity: 2
F_max: 0.3 eV/A
HOMO (alpha / beta): -11.5 / -11.5 eV
ΔE to the lowest compared entry with this formula, charge and spin: 33.1 kJ/mol
frontier orbital gap (alpha / beta): 9.07 / 9.31 eV

A structure of composition C24H31AuN5O in a non-equilibrium geometry. Source: OMol25; level of theory: the ωB97M-V functional and the def2-TZVPD basis.

Positions of all 62 atoms, in Å:
Au: -0.260 0.483 0.284
C: -2.082 -2.630 1.201
C: -0.606 -2.726 0.798
C: -0.272 -2.580 -0.695
N: -0.141 -1.223 -1.165
C: 0.516 -0.911 -2.266
C: 1.099 -1.877 -3.116
C: 1.726 -1.757 -4.339
C: 1.803 -0.670 -5.193
C: 1.274 0.600 -4.975
C: 0.787 1.120 -3.804
C: 0.658 0.537 -2.516
N: 0.600 1.259 -1.433
C: 0.834 2.659 -1.280
C: 2.088 2.935 -0.416
C: 2.493 1.848 0.595
N: 1.394 1.409 1.409
C: 1.513 0.795 2.563
C: 2.753 0.462 3.156
C: 3.030 -0.001 4.425
C: 2.196 -0.085 5.532
C: 0.834 0.207 5.590
C: -0.030 0.385 4.541
C: 0.228 0.369 3.144
N: -0.687 0.011 2.277
C: -1.952 -0.540 2.686
C: -2.632 -1.238 1.512
H: -2.223 -3.247 2.092
H: -2.689 -3.067 0.405
H: -0.262 -3.725 1.078
H: -0.010 -2.006 1.357
H: -1.053 -3.081 -1.283
H: 0.669 -3.127 -0.852
H: 1.070 -2.889 -2.738
H: 2.180 -2.670 -4.704
H: 2.294 -0.835 -6.141
H: 1.311 1.281 -5.816
H: 0.506 2.165 -3.839
H: -0.049 3.058 -0.772
H: 0.961 3.194 -2.226
H: 1.923 3.872 0.117
H: 2.944 3.071 -1.081
H: 3.288 2.274 1.220
H: 2.917 0.990 0.052
H: 3.604 0.554 2.493
H: 4.065 -0.261 4.609
H: 2.666 -0.368 6.464
H: 0.389 0.229 6.577
H: -1.073 0.526 4.794
H: -2.603 0.267 3.045
H: -1.811 -1.244 3.514
H: -2.545 -0.591 0.643
H: -3.692 -1.351 1.750
C: -2.629 0.976 -2.992
C: -3.129 1.004 -1.576
N: -4.430 0.730 -1.415
O: -2.424 1.262 -0.606
H: -3.445 0.983 -3.706
H: -2.031 0.079 -3.136
H: -1.990 1.837 -3.164
H: -5.037 0.516 -2.186
H: -4.827 0.758 -0.490

E_LUMO (alpha / beta): -4.487 / -4.501 eV
charge: +1
F_max: 3.4 eV/A
HOMO (alpha / beta): -9.7 / -9.7 eV
frontier orbital gap (alpha / beta): 5.21 / 5.19 eV

A structure of composition C24H31CoN5O5SSe. Source: OMol25; level of theory: the ωB97M-V functional and the def2-TZVPD basis.

Positions of all 68 atoms, in Å:
Co: 1.808 2.049 0.150
C: 3.739 0.549 -1.914
O: 3.047 1.754 -1.523
C: 3.850 2.945 -1.702
C: 4.480 3.299 -0.378
O: 3.403 3.305 0.579
C: 3.823 3.448 1.947
C: 2.583 3.317 2.788
O: 1.927 2.111 2.371
C: 0.985 1.635 3.347
H: 4.674 0.449 -1.363
H: 3.938 0.585 -2.984
H: 3.094 -0.295 -1.691
H: 3.167 3.725 -2.025
H: 4.605 2.776 -2.468
H: 4.943 4.286 -0.416
H: 5.227 2.564 -0.064
H: 4.295 4.420 2.091
H: 4.540 2.657 2.180
H: 1.908 4.166 2.648
H: 2.856 3.251 3.843
H: 1.512 1.380 4.267
H: 0.512 0.744 2.943
H: 0.235 2.400 3.557
Se: 0.442 6.092 -1.993
N: -1.126 6.118 -1.214
C: -1.217 5.020 -0.481
C: -2.330 4.644 0.318
C: -2.247 3.465 0.993
C: -1.080 2.666 0.898
N: -0.018 2.979 0.187
C: -0.072 4.157 -0.524
N: 0.936 4.543 -1.277
H: -3.199 5.287 0.369
H: -3.059 3.115 1.615
H: -1.040 1.724 1.428
N: 4.209 -2.400 2.955
C: 2.996 -2.830 2.538
O: 2.354 -3.719 3.044
C: 2.345 -2.093 1.391
C: 1.694 -2.913 0.380
C: 1.012 -2.331 -0.608
C: 0.739 -0.893 -0.554
N: 1.501 -0.046 0.388
C: 2.305 -0.757 1.334
H: 4.652 -2.928 3.693
H: 4.805 -1.867 2.347
H: 1.864 -3.980 0.410
H: 0.651 -2.880 -1.466
H: 0.490 -0.397 -1.488
H: 2.860 -0.115 2.003
C: -5.589 -2.354 -3.657
S: -4.486 -3.333 -2.635
O: 0.062 -0.358 0.558
C: -5.425 -4.603 -2.028
C: -4.723 -5.556 -1.233
C: -5.389 -6.636 -0.720
C: -6.757 -6.791 -0.976
C: -7.461 -5.853 -1.750
C: -6.813 -4.768 -2.276
H: -6.045 -2.977 -4.423
H: -4.961 -1.604 -4.134
H: -6.344 -1.866 -3.045
H: -3.664 -5.422 -1.054
H: -4.864 -7.369 -0.123
H: -7.282 -7.647 -0.572
H: -8.518 -5.994 -1.932
H: -7.357 -4.050 -2.870

E_LUMO (alpha / beta): -8.399 / -10.157 eV
charge: +3
spin multiplicity: 5
F_max: 0.4 eV/A
HOMO (alpha / beta): -16.3 / -16.5 eV
ΔE to the lowest compared entry with this formula, charge and spin: 0.0 kJ/mol
frontier orbital gap (alpha / beta): 7.94 / 6.39 eV

Number 1: calculated total energy -250576.21438 eV. Number 2: calculated total energy -38572.67460 eV. Number 3: calculated total energy -156859.12572 eV.